Record 1
Computed, not measured: a 2-piece molecular cluster, C4H8ClNO overall, with the ωB97M-V functional and the def2-TZVPD basis.

Geometry as XYZ:
```
15
Properties=species:S:1:pos:R:3:lowdin_charge:R:1
C -0.268 -0.833 1.382 -0.080
C 0.424 -0.635 -1.140 -0.093
C -1.088 0.987 -0.211 -0.495
C -0.286 -0.170 0.021 -0.476
N 2.168 1.152 0.592 0.111
O 2.680 0.858 -0.481 -0.097
Cl -2.952 0.527 -0.138 0.428
H -1.379 -0.835 1.751 0.087
H 0.145 -1.875 1.177 0.089
H 0.365 -0.190 2.155 0.107
H -0.057 -0.416 -2.046 0.076
H 0.726 -1.716 -1.015 0.117
H 1.351 -0.144 -1.216 0.017
H -0.863 1.383 -1.284 0.108
H -0.967 1.907 0.454 0.100
```

Output
- Charge: 0
- Spin multiplicity: 3
- HOMO level (alpha / beta): -0.2886 / -0.3922 Eh
- ΔE to the lowest compared entry with this formula, charge and spin: 91.5 kJ/mol
- E: -747.2180 hartree
- Kohn-Sham gap (alpha / beta): 0.2519 / 0.3550 Eh

=====

Record 2
Computed, not measured: C35H45BrF8O2S2SeSiTi as an isolated structure, with the ωB97M-V functional and the def2-TZVPD basis.

Geometry as XYZ:
```
96
Properties=species:S:1:pos:R:3:lowdin_charge:R:1
Ti 0.071 -0.790 2.466 0.589
O -0.026 -2.010 3.768 -0.664
S 0.084 -3.298 4.748 1.008
C 0.271 -4.862 3.606 -0.292
C 0.677 -4.509 2.178 -0.213
C 2.150 -3.964 2.195 -0.261
C 2.769 -3.691 0.876 -0.267
S 2.318 -1.994 0.084 1.164
O 1.363 -1.276 1.216 -0.688
C 3.919 -1.164 0.393 -0.389
C 4.555 -0.670 -0.757 -0.080
C 5.850 -0.208 -0.589 -0.063
C 6.402 -0.004 0.699 -0.053
C 5.690 -0.392 1.830 -0.047
C 4.449 -1.026 1.657 -0.070
C -1.658 -3.539 5.270 -0.411
C -1.966 -3.029 6.507 -0.133
C -3.268 -3.162 7.039 -0.085
C -4.296 -3.786 6.322 -0.097
C -3.987 -4.274 5.035 -0.092
C -2.706 -4.111 4.510 -0.100
H -0.678 -5.368 3.716 0.055
H 1.055 -5.441 4.124 0.085
H 0.017 -3.750 1.696 0.110
H 0.629 -5.514 1.643 0.140
H 2.774 -4.655 2.769 0.128
H 2.225 -3.029 2.750 0.084
H 2.519 -4.412 0.122 0.083
H 3.844 -3.662 1.010 0.089
H 4.111 -0.814 -1.744 0.111
H 6.414 0.120 -1.470 0.114
H 7.331 0.516 0.810 0.101
H 6.007 -0.134 2.840 0.117
H 3.805 -1.257 2.511 0.119
H -1.227 -2.480 7.081 0.100
H -3.437 -2.779 8.045 0.099
H -5.322 -3.850 6.643 0.091
H -4.783 -4.819 4.559 0.096
H -2.578 -4.420 3.446 0.116
C -0.756 -0.451 -5.292 -0.113
C -1.614 0.624 -4.606 -0.612
C -2.358 -0.084 -3.431 -0.106
C -2.698 1.121 -5.642 -0.071
Si -0.515 2.076 -4.020 0.516
Br 0.578 1.347 -2.075 0.433
C -1.600 3.599 -3.403 -0.619
C -0.802 4.535 -2.516 -0.144
C -1.953 4.463 -4.610 -0.114
C -2.826 3.064 -2.589 -0.073
C 0.953 2.508 -5.146 -0.639
C 2.103 1.408 -5.208 -0.113
C 0.551 2.832 -6.604 -0.091
C 1.658 3.747 -4.596 -0.130
H -1.389 -1.327 -5.348 0.071
H 0.120 -0.771 -4.757 0.066
H -0.548 -0.201 -6.350 0.086
H -2.758 -0.998 -3.879 0.074
H -3.241 0.445 -3.061 0.065
H -1.699 -0.354 -2.568 0.059
H -3.122 0.255 -6.080 0.065
H -2.204 1.700 -6.473 0.080
H -3.419 1.777 -5.148 0.061
H -0.349 5.434 -3.042 0.093
H -0.003 3.986 -1.948 0.033
H -1.489 4.989 -1.794 0.079
H -1.063 4.851 -5.078 0.038
H -2.601 5.337 -4.375 0.101
H -2.457 3.885 -5.428 0.078
H -2.488 2.545 -1.704 0.074
H -3.472 2.473 -3.261 0.054
H -3.446 3.941 -2.304 0.093
H 1.727 0.484 -5.678 0.056
H 2.489 1.064 -4.212 0.046
H 2.957 1.788 -5.806 0.081
H -0.022 2.050 -7.126 0.069
H 1.471 3.062 -7.152 0.078
H -0.006 3.827 -6.604 0.089
H 1.941 3.643 -3.529 0.071
H 1.028 4.667 -4.641 0.070
H 2.551 3.901 -5.245 0.092
F -2.881 -0.991 2.151 0.030
C -1.766 -0.693 1.428 -0.550
F -2.121 0.431 0.702 -0.004
F -1.719 -1.669 0.409 -0.039
F -1.577 2.229 8.124 0.109
C -1.066 1.785 6.946 -0.110
C -1.843 1.953 5.786 -0.109
F -3.107 2.410 5.936 0.106
C -1.317 1.587 4.532 -0.216
F -1.963 1.805 3.381 0.088
C -0.025 1.025 4.406 -0.540
Se 1.099 1.279 2.918 0.815
C 0.733 0.816 5.589 -0.258
F 2.017 0.447 5.534 0.061
C 0.142 1.100 6.861 -0.091
F 0.798 0.746 8.021 0.072
```

Output
- Charge: 0
- Spin multiplicity: 3
- HOMO level (alpha / beta): -0.1661 / -0.3069 Eh
- E: -9220.7297 hartree
- Kohn-Sham gap (alpha / beta): 0.1414 / 0.2827 Eh

=====

Record 3
Computed, not measured: C9H18F9KO17P2S3 as an isolated structure, with the ωB97M-V functional and the def2-TZVPD basis.

Geometry as XYZ:
```
59
Properties=species:S:1:pos:R:3:lowdin_charge:R:1
K -0.106 0.694 -0.223 0.805
C 0.340 5.040 2.749 -0.528
F 0.270 5.972 1.716 0.047
F 1.622 4.612 2.755 0.070
F -0.035 5.729 3.852 0.076
S -0.902 3.418 2.451 0.532
O -0.087 2.466 1.715 -0.451
O -1.176 2.965 3.833 -0.373
O -2.119 3.919 1.771 -0.320
C -1.605 4.775 -3.473 -0.639
F -2.031 6.066 -3.332 0.079
F -2.470 4.090 -4.231 0.097
F -0.443 4.710 -4.078 0.116
S -1.447 3.941 -1.689 0.484
O -0.299 4.532 -1.029 -0.341
O -2.653 4.328 -0.976 -0.317
O -1.298 2.502 -1.999 -0.424
C -5.406 -0.141 0.487 -0.704
F -5.701 -1.286 1.158 0.063
F -5.090 -0.488 -0.750 0.120
F -6.445 0.595 0.539 0.176
S -3.884 0.655 1.402 0.507
O -4.141 0.266 2.776 -0.349
O -2.682 0.093 0.773 -0.408
O -3.991 2.114 1.174 -0.325
C 0.891 -4.294 -2.857 -0.098
O 1.925 -3.514 -2.262 -0.229
P 2.147 -1.955 -2.675 0.623
O 1.210 -0.925 -2.049 -0.303
O 2.372 -2.160 -4.294 -0.224
C 1.261 -2.123 -5.129 -0.160
O 3.793 -1.705 -2.294 -0.228
C 4.119 -0.393 -2.064 -0.166
H 0.209 -3.650 -3.413 0.075
H 0.267 -4.735 -2.080 0.089
H 1.349 -5.118 -3.404 0.093
H 0.354 -1.736 -4.665 0.098
H 1.301 -3.052 -5.698 0.093
H 1.412 -1.428 -5.956 0.083
H 3.263 0.084 -1.586 0.081
H 4.345 0.093 -3.013 0.084
H 5.100 -0.326 -1.593 0.090
C 1.959 0.388 3.432 -0.068
O 1.051 -0.716 3.348 -0.217
P 1.162 -1.813 2.187 0.526
O 1.766 -1.333 0.883 -0.293
O -0.429 -2.151 2.018 -0.224
C -1.274 -2.202 3.161 -0.098
O 1.881 -3.145 2.908 -0.236
C 2.035 -4.433 2.310 -0.122
H 2.906 0.244 2.912 0.087
H 2.254 0.531 4.471 0.084
H 1.344 1.243 3.153 0.076
H -0.671 -2.270 4.066 0.072
H -1.796 -3.159 3.143 0.089
H -1.893 -1.323 3.342 0.093
H 2.993 -4.947 2.386 0.077
H 1.842 -4.372 1.239 0.077
H 1.332 -5.168 2.702 0.079
```

Output
- Charge: -2
- HOMO level: -0.1097 Eh
- ΔE to the lowest compared entry with this formula, charge and spin: 537.5 kJ/mol
- E: -5009.1032 hartree
- Kohn-Sham gap: 0.2339 Eh

=====

Record 4
Computed, not measured: a 12-piece molecular cluster, C30H60O24 overall, with the ωB97M-V functional and the def2-TZVPD basis.

Geometry as XYZ:
```
114
Properties=species:S:1:pos:R:3:lowdin_charge:R:1
C -13.861 2.641 10.646 -0.006
C -14.949 2.071 9.761 -0.264
C -15.402 0.662 10.215 -0.018
O -16.771 0.902 10.748 0.058
C -17.110 2.153 10.532 -0.572
O -18.209 2.614 10.836 0.107
O -16.139 2.889 9.981 0.087
H -14.360 2.853 11.581 0.093
H -13.452 3.583 10.216 0.101
H -12.985 1.987 10.641 0.071
H -14.746 2.019 8.694 0.153
H -14.809 0.241 11.029 0.094
H -15.553 -0.075 9.460 0.124
C -10.084 1.362 17.824 -0.018
C -10.497 2.762 17.383 -0.273
C -11.386 3.474 18.423 -0.058
O -10.524 4.588 18.848 0.046
C -9.316 4.547 18.182 -0.552
O -8.406 5.353 18.305 0.114
O -9.248 3.531 17.342 0.078
H -11.076 0.897 17.983 0.092
H -9.459 1.347 18.749 0.113
H -9.569 0.786 17.105 0.047
H -10.907 2.771 16.388 0.130
H -11.577 2.798 19.290 0.137
H -12.319 3.848 18.017 0.104
C -20.913 1.426 10.037 -0.013
C -20.661 0.232 10.965 -0.315
C -19.929 -1.020 10.428 -0.078
O -19.174 -1.434 11.566 0.067
C -18.997 -0.421 12.421 -0.580
O -18.312 -0.443 13.359 0.169
O -19.869 0.577 12.074 0.062
H -20.126 1.503 9.259 0.089
H -20.872 2.366 10.564 0.078
H -21.897 1.309 9.612 0.075
H -21.587 -0.178 11.387 0.150
H -19.307 -0.835 9.568 0.120
H -20.663 -1.807 10.136 0.143
C -17.866 2.681 14.999 0.006
C -16.831 3.688 15.357 -0.359
C -16.637 4.124 16.793 -0.034
O -15.177 4.187 16.885 0.073
C -14.651 3.566 15.867 -0.566
O -13.457 3.352 15.856 0.114
O -15.590 3.205 14.938 0.089
H -17.842 1.864 15.664 0.060
H -18.040 2.327 13.966 0.096
H -18.721 3.279 15.280 0.093
H -17.064 4.574 14.821 0.140
H -16.950 3.359 17.530 0.120
H -17.046 5.102 17.022 0.136
C -12.935 -5.743 18.697 -0.015
C -13.541 -4.393 18.401 -0.272
C -15.011 -4.406 17.932 -0.093
O -15.732 -3.972 19.041 0.057
C -14.939 -3.435 19.980 -0.575
O -15.310 -2.878 20.979 0.143
O -13.674 -3.659 19.643 0.088
H -13.372 -6.186 19.580 0.089
H -11.834 -5.661 18.842 0.101
H -13.126 -6.456 17.918 0.079
H -12.882 -3.822 17.790 0.119
H -15.409 -5.418 17.792 0.141
H -15.310 -3.883 17.053 0.110
C -14.258 0.140 13.700 -0.011
C -14.793 -1.105 14.204 -0.235
C -15.072 -2.333 13.273 -0.037
O -14.472 -3.512 13.885 0.074
C -13.707 -3.152 14.910 -0.554
O -12.972 -3.866 15.581 0.077
O -13.802 -1.819 15.143 0.069
H -14.063 0.808 14.546 0.094
H -15.045 0.624 13.077 0.098
H -13.373 0.056 13.048 0.090
H -15.678 -1.024 14.835 0.138
H -14.453 -2.138 12.359 0.119
H -16.143 -2.489 12.942 0.154
C -13.066 -4.996 10.950 -0.159
O -14.404 -4.603 10.650 -0.133
H -13.014 -6.088 11.128 0.084
H -12.348 -4.788 10.106 0.093
H -12.773 -4.530 11.853 0.048
H -14.792 -5.100 9.918 0.080
C -9.220 0.174 13.960 -0.160
O -9.757 -0.488 12.856 -0.137
H -9.826 1.053 14.235 0.084
H -9.215 -0.455 14.800 0.051
H -8.185 0.418 13.729 0.088
H -10.250 -1.244 13.255 0.052
C -18.413 -1.358 16.532 -0.098
O -17.219 -1.407 17.344 -0.138
H -18.835 -2.348 16.446 0.083
H -19.145 -0.703 16.982 0.081
H -18.186 -0.920 15.586 0.036
H -17.351 -1.969 18.110 0.078
C -15.080 1.326 18.717 -0.061
O -16.390 1.316 17.980 -0.160
H -15.166 0.985 19.727 0.066
H -14.448 0.586 18.210 0.080
H -14.766 2.368 18.642 0.068
H -16.632 0.390 17.893 0.018
C -9.871 -4.273 14.653 -0.149
O -10.649 -3.125 14.368 -0.146
H -10.263 -5.173 14.181 0.074
H -8.851 -4.099 14.309 0.079
H -9.825 -4.520 15.736 0.089
H -11.347 -3.143 15.060 0.048
C -11.820 -1.563 10.949 -0.178
O -12.062 -0.203 10.701 -0.136
H -10.785 -1.881 10.650 0.100
H -11.854 -1.788 12.058 0.067
H -12.607 -2.184 10.454 0.080
H -11.445 0.279 11.253 0.060
```

Output
- Charge: 0
- HOMO level: -0.3762 Eh
- ΔE to the lowest compared entry with this formula, charge and spin: 147.1 kJ/mol
- Structure (SMILES): C[C@H]1COC(=O)O1.C[C@H]1COC(=O)O1.C[C@H]1COC(=O)O1.C[C@H]1COC(=O)O1.C[C@H]1COC(=O)O1.C[C@H]1COC(=O)O1.CO.CO.CO.CO.CO.CO
- E: -2984.8285 hartree
- Kohn-Sham gap: 0.3829 Eh